Entry 1:
C19H39MnN8O6 | wB97M-V/def2-TZVPD

```
! wB97M-V def2-TZVPD RIJCOSX def2/J DEFGRID3
* xyz 1 6
H -0.194 5.644 -2.843
C -0.729 -3.906 -1.759
C -1.109 -1.287 -3.104
H 0.526 4.681 -0.310
C -0.888 -1.936 -0.183
H -2.886 3.408 -1.437
N -0.070 1.632 0.232
H 0.582 4.059 -2.979
C 2.538 0.342 -1.209
H -0.746 -0.776 4.424
H 4.524 -0.790 2.616
O 2.444 -2.932 -0.487
H -1.551 -0.750 -3.941
C 3.665 -0.820 1.944
C -0.564 2.093 3.324
C 3.726 0.256 0.870
C -1.630 -2.847 -1.139
C -0.249 4.672 -3.335
H 3.870 1.255 1.298
H 3.600 -1.803 1.473
H -1.486 1.749 2.858
H -0.731 2.273 4.389
H -3.199 -4.917 1.211
H -1.391 2.680 -4.806
N 0.619 -3.803 -1.501
H 1.587 1.963 4.599
H 3.524 0.392 4.122
C -2.185 -1.997 -2.304
C -1.632 2.611 -3.746
C -2.344 -4.469 0.707
H -0.380 -1.985 -3.516
O 2.466 0.212 0.205
C 1.695 1.429 3.650
H -2.743 -2.679 -2.947
H -0.904 1.944 -3.286
N 0.444 -1.991 0.000
H -0.575 -0.559 -2.489
O 0.401 1.056 3.161
H 4.537 0.064 0.165
C 0.179 3.667 -0.242
O 2.447 -0.661 2.685
N -0.155 -1.928 2.919
N -1.067 1.923 -0.515
C 2.490 0.152 3.863
H 2.161 2.099 2.918
N -0.277 -1.667 4.324
H -3.351 -4.110 -1.154
O -1.510 -1.068 0.474
N 0.744 2.686 0.414
Mn 0.596 -0.343 1.350
H -1.765 -3.942 1.468
H -3.451 -2.761 -0.023
H -2.017 4.929 -1.190
H 2.992 1.299 -1.482
H 1.516 0.307 -1.583
H 3.107 -0.491 -1.629
H -2.894 -1.280 -1.882
H -0.228 3.013 2.843
H 0.542 -2.657 2.812
C -2.794 -3.542 -0.408
H -2.614 2.150 -3.648
H -1.028 -2.262 2.517
C 1.239 -2.895 -0.649
H -0.090 4.835 -4.400
O -1.161 -4.771 -2.483
H -1.727 -5.284 0.325
C -1.588 3.985 -3.099
H -2.373 4.609 -3.540
H 1.225 -4.490 -1.930
C -1.945 3.927 -1.615
H 2.044 -0.441 4.663
N -0.957 3.220 -0.798
H -0.850 -2.375 4.771
*
```

## Properties
Expectation value of S²   8.752
Relative energy (zero: lowest compared OMol25 entry of this formula, charge and spin)   3.1 kcal per mole
Gap between HOMO and LUMO (alpha / beta)   9.7 / 10.0 eV
HOMO energy (alpha / beta)   -0.431 / -0.440 Ha



Entry 2:
C19H39NOP2Ru | wB97M-V/def2-TZVPD

```
! wB97M-V def2-TZVPD RIJCOSX def2/J DEFGRID3
* xyz 0 5
C -3.339 -0.117 1.968
H -2.793 -1.993 -0.431
P 2.371 -0.411 -0.142
H -1.792 -3.020 2.859
H -2.499 -0.751 -1.691
H 1.819 -3.307 0.964
H -0.110 -2.965 3.532
H -2.287 2.613 0.398
H 1.240 -3.625 2.572
C -2.981 -0.958 -0.732
H 0.399 -4.506 1.135
P -2.259 0.184 0.519
N 0.139 1.522 -0.876
C 0.265 2.602 2.457
H -0.993 -1.402 3.320
C 0.077 2.096 -2.054
H -1.870 2.239 2.628
H 3.281 -2.416 -1.297
C 0.000 4.144 -3.323
H 4.630 -1.106 0.688
H 2.887 0.858 -2.178
H 0.078 0.214 -3.131
C -0.367 -2.687 1.491
C 0.033 3.527 -2.108
C 1.083 1.377 2.050
H 2.260 -1.390 -2.342
H -4.058 -0.812 -0.824
C 0.894 -3.568 1.484
C 3.647 -0.881 1.120
H 1.192 0.720 2.931
H -0.024 5.228 -3.371
H -0.025 3.135 1.532
H 3.279 -1.746 1.679
H -1.133 2.985 4.091
H 2.921 1.890 -0.742
H 0.064 1.351 -5.379
H 3.787 -0.052 1.814
H -3.129 -1.093 2.412
C 3.221 0.915 -1.135
H 2.077 3.837 2.662
H -0.859 1.248 3.754
H -3.910 1.942 0.257
C -0.866 -2.414 2.911
H -4.380 -0.083 1.623
Ru 0.227 0.291 0.483
C 2.365 -1.819 -1.346
H 1.486 -2.424 -1.104
C 0.043 1.949 -4.452
H 0.037 4.038 -1.144
C -2.874 1.810 -0.041
O -0.854 -2.274 0.424
H 2.143 1.653 1.863
H -2.832 1.875 -1.123
H 1.586 2.996 4.152
H 0.725 4.423 3.623
H 4.322 0.863 -1.125
H -0.037 3.864 -5.456
C 0.062 1.304 -3.256
H -3.211 0.673 2.710
H 0.689 -0.728 1.445
C -0.003 3.357 -4.515
C -0.985 2.242 3.290
C 1.214 3.510 3.271
*
```

## Properties
Expectation value of S²   6.064
Gap between HOMO and LUMO (alpha / beta)   5.5 / 7.1 eV
HOMO energy (alpha / beta)   -0.179 / -0.264 Ha



Entry 3:
C19H39O9Zn | wB97M-V/def2-TZVPD

```
! wB97M-V def2-TZVPD RIJCOSX def2/J DEFGRID3
* xyz 1 1
H -1.359 -1.178 3.890
O -1.373 -3.381 -3.671
C -0.141 -3.434 0.507
H -3.300 2.230 0.343
H 1.703 -2.121 -2.473
C -3.205 3.280 0.626
H 7.105 -1.086 -2.765
C -2.358 -2.686 1.532
C -2.056 -2.420 -3.423
H -2.397 -1.904 -1.336
H 0.033 -0.534 1.332
C -3.243 -2.007 -4.265
H 1.642 -0.344 -2.750
H 0.360 -2.463 0.484
C 2.085 -1.153 -2.171
H -4.072 -1.663 -3.646
H -3.903 2.526 3.962
H -0.268 -1.001 7.593
C -1.793 -1.580 -2.180
C 2.466 2.717 -2.309
H 0.845 -0.938 6.219
H 0.175 -0.245 3.907
H -1.322 0.651 3.826
C -3.798 3.365 2.013
H 2.209 5.660 -3.987
Zn 2.974 0.923 1.140
H -3.685 1.363 2.667
H -2.161 3.597 0.631
H -2.964 -1.158 -4.893
H -0.700 1.012 1.632
H 3.278 2.083 -2.670
H 3.309 4.626 -4.780
C 4.234 -0.433 -1.461
C -3.352 2.332 3.045
H -2.288 2.410 3.260
O -4.679 4.138 2.296
H 2.807 3.369 -1.506
H -3.019 -2.553 2.382
H -0.752 -3.509 -0.391
H -0.721 -1.691 -2.014
H 6.017 -2.433 -2.362
H 3.569 4.892 -3.046
C -1.067 -0.264 5.713
O 1.032 3.205 -4.149
H 5.538 -1.292 -3.611
C 1.977 3.548 -3.489
O -2.000 0.300 6.226
H 1.808 -0.947 -1.136
H -3.778 3.927 -0.032
H 0.600 -4.227 0.563
O 5.511 -0.584 -1.610
C -1.073 -3.484 1.700
H -3.534 -2.857 -4.876
H -1.970 -0.521 -2.380
H -0.614 0.441 -0.013
O 3.781 0.294 -0.571
C -0.054 0.479 0.928
H -2.102 -1.657 1.245
C 2.812 4.770 -3.817
C -0.872 -0.256 4.215
O -0.895 -4.167 2.676
H -0.419 -2.226 6.324
H 1.620 2.091 -2.029
O 3.519 -1.123 -2.300
H -2.830 -3.159 0.668
C 6.070 -1.390 -2.670
O 1.214 1.025 0.713
C -0.176 -1.183 6.526
*
```

## Properties
Relative energy (zero: lowest compared OMol25 entry of this formula, charge and spin)   0.0 kcal per mole
Gap between HOMO and LUMO   4.8 eV
HOMO energy   -0.416 Ha



Entry 4:
C19H40BBrN2O13P3 | wB97M-V/def2-TZVPD

```
! wB97M-V def2-TZVPD RIJCOSX def2/J DEFGRID3
* xyz 1 1
O -1.625 3.589 -1.483
O 1.218 1.654 3.116
P 0.396 1.575 4.453
H -1.735 2.681 5.644
H 2.467 0.644 1.836
H -3.021 -5.413 -1.601
O -1.018 1.299 -2.088
H 2.130 -0.213 3.355
H 0.548 -1.920 -2.229
C -5.088 -1.439 -3.041
H 2.055 0.885 7.452
H -2.699 -1.587 -0.729
H 0.338 1.257 7.222
H -0.619 5.384 -1.103
C -4.621 -1.712 0.004
H 1.944 3.848 -1.063
H -3.182 -4.443 -4.332
C -1.458 4.795 -0.728
H -2.470 0.241 -3.039
C 4.856 -1.094 2.390
H 0.475 -2.914 -0.136
C -5.442 -1.973 -4.252
C 6.072 -2.051 -0.563
H -6.252 -1.547 -4.813
O -2.168 -5.063 -1.879
C 3.821 1.589 -1.798
H -5.059 -3.487 -5.676
H -0.611 3.733 6.543
C -1.002 3.482 5.558
B -2.160 -3.692 -1.975
H 2.309 2.744 0.279
H 5.374 -2.763 -0.120
H 4.786 -0.621 3.365
O 3.016 -0.822 -0.029
H 2.732 1.595 -1.752
H -5.989 -2.093 1.729
H -2.370 5.375 -0.830
C -0.080 -3.658 -0.700
H -3.728 -0.231 -1.114
C -0.521 -1.936 -2.395
H -0.701 -2.220 -3.426
H 6.868 -1.815 0.144
O 5.409 -0.848 -0.960
N -1.117 -2.920 -1.439
C -1.874 1.135 -3.220
C 1.703 0.414 2.572
H -1.290 1.002 -4.130
H 3.952 -1.673 2.204
O 1.526 1.182 5.504
H 0.891 -0.118 2.080
H -0.490 -4.366 0.003
N -4.061 -1.939 -2.325
H 4.182 2.567 -2.101
C -3.727 -3.583 -3.986
O 0.453 2.468 -0.548
O 4.365 1.317 -0.495
H 1.180 4.083 0.532
O 5.022 -0.056 1.411
O -0.766 0.684 4.448
H 5.724 -1.751 2.374
C -5.380 -2.045 0.864
H -1.307 4.551 0.323
C -3.699 -1.310 -1.039
H 4.154 0.848 -2.524
H -0.886 -0.935 -2.188
P 4.332 -0.174 -0.005
H 1.572 2.543 7.062
O 0.077 3.107 4.690
C 1.535 3.346 -0.187
H 0.630 -4.117 -1.381
H -2.545 1.986 -3.337
Br -6.097 0.009 -2.422
P -0.353 2.722 -1.881
H 6.512 -2.492 -1.452
C -4.759 -3.062 -4.734
O 0.414 3.234 -3.013
C -3.379 -3.023 -2.786
H -1.479 4.361 5.132
C 1.350 1.490 6.888
*
```

## Properties
Gap between HOMO and LUMO   7.9 eV
HOMO energy   -0.439 Ha



Entry 5:
C19H40BN3O6 | wB97M-V/def2-TZVPD

```
! wB97M-V def2-TZVPD RIJCOSX def2/J DEFGRID3
* xyz 0 1
H -7.957 1.300 1.379
C 7.819 -0.566 -1.296
H 8.630 0.559 -4.366
H -7.323 3.352 0.423
C -6.392 0.134 -2.393
H 0.809 -1.853 0.812
C 8.793 -0.009 -3.450
H -2.357 0.622 0.789
H -8.331 -0.445 -1.653
H -6.038 0.934 2.407
C 4.173 2.203 -0.497
H 7.921 -1.630 -1.552
H -2.383 -0.490 3.029
H -0.103 -3.153 4.797
H -7.068 -1.605 -1.335
H 2.163 -0.914 2.612
H 3.552 -0.535 -2.438
H -5.654 -1.382 0.439
H -0.869 1.475 1.229
H -5.358 0.217 -2.057
O 5.946 3.698 -2.909
H -7.015 2.681 -1.170
O 4.780 3.331 -1.010
C -7.287 -0.532 -1.340
C 4.447 1.081 -1.443
H -6.646 -0.711 2.638
O 4.465 -1.239 -0.737
H 2.736 -0.120 -0.948
H -4.908 -0.403 2.542
H -6.392 -0.467 -3.305
C -7.759 1.237 0.307
H -0.882 0.315 3.453
O 3.743 2.136 0.606
C -6.945 2.474 -0.103
N 7.728 0.260 -2.490
H 1.202 -2.340 3.948
H -5.087 0.260 0.188
H 5.409 -2.772 -1.249
H 5.981 -0.991 -4.220
H -5.890 2.368 0.153
H 0.154 -0.299 0.406
C -5.881 -0.112 2.143
C -5.899 -0.335 0.639
B 6.426 0.506 -3.055
O 5.989 -0.024 -4.246
C 0.131 -2.308 4.146
H 8.685 -0.293 -0.684
O 4.763 -2.242 -1.740
H 1.222 0.580 2.644
C 3.724 -0.229 -1.402
H 8.888 -1.076 -3.696
N -0.771 -1.244 1.995
H -8.743 1.276 -0.167
H 2.270 0.229 1.286
H 9.751 0.313 -3.031
C 5.537 2.930 -2.106
C -1.446 -0.114 2.609
C -1.767 1.001 1.626
C 0.439 -0.924 1.256
H 6.930 -0.452 -0.673
H -0.087 -1.396 4.702
H -0.329 -3.247 2.262
H -2.347 1.776 2.128
C -0.697 -2.408 2.859
H -6.745 1.129 -2.663
N -7.193 -0.073 0.034
C 5.486 1.445 -2.195
C 1.583 -0.223 2.001
H -1.725 -2.669 3.132
*
```

## Properties
SMILES   CN(C)B(O)C1=C(COO)C(=O)OC1=O.CCN(CC)CC.CCN(CC)CC
Relative energy (zero: lowest compared OMol25 entry of this formula, charge and spin)   0.0 kcal per mole
Gap between HOMO and LUMO   7.3 eV
HOMO energy   -0.297 Ha



Entry 6:
C19H40BrI2N3O10P3 | wB97M-V/def2-TZVPD

```
! wB97M-V def2-TZVPD RIJCOSX def2/J DEFGRID3
* xyz -1 1
H 1.344 1.859 -3.438
H -0.631 -1.926 -1.384
H 3.879 0.350 -2.495
C 4.791 4.131 1.964
N -0.969 2.736 5.991
O 0.076 4.256 -2.451
H -0.665 4.727 -2.046
H -2.902 -4.531 -4.723
H -0.437 -4.814 -2.740
O -1.958 1.786 3.379
P 0.257 2.866 -1.555
C -5.426 -5.596 -4.350
H 0.658 2.980 7.231
O 2.926 2.244 -2.293
O 2.360 0.458 -0.710
H -0.049 -4.848 -5.256
I -1.901 0.248 -2.911
H -1.846 -6.364 -3.422
C 1.344 2.867 3.741
H 5.070 4.855 2.726
H -2.456 -4.566 -1.842
H -5.011 -4.698 -4.821
H 0.414 -3.440 -3.401
H 5.583 -0.048 -0.530
N -2.119 -5.062 -5.080
H 1.649 4.963 6.221
H 3.129 3.962 -0.765
H -0.073 3.654 0.370
I 6.175 1.964 -2.243
H -3.451 -8.044 -4.208
O 0.687 3.183 0.000
C 0.051 3.605 6.571
H -0.498 2.028 5.444
C -2.138 -6.389 -4.481
H -3.247 1.685 5.023
H -3.438 -3.589 -2.978
N 4.013 4.555 0.988
H -3.889 -7.026 -5.583
C -1.681 0.415 3.612
H 0.488 4.979 4.911
H 5.899 2.632 2.951
O 4.632 -0.205 -0.568
H -3.559 2.952 3.833
H -2.598 -0.153 3.794
H -0.982 -3.368 -5.387
Br 1.647 -1.099 -2.988
C -1.940 3.415 5.145
C 1.576 1.856 -2.369
P 3.843 1.131 -1.324
H -2.598 4.026 5.771
O -1.453 -3.002 -2.800
C 1.439 0.434 -1.692
H -0.994 0.283 4.455
C 4.959 1.956 1.134
H 0.643 3.537 3.240
H 2.168 2.664 3.056
H 5.378 0.968 1.238
O -0.423 -1.427 -0.563
C -2.629 -3.564 -2.243
P -0.339 0.175 -1.000
O 1.882 3.447 4.925
H -6.156 -5.283 -3.605
H -1.457 4.075 4.413
H -1.430 -7.032 -5.013
C 1.008 4.317 5.613
C 5.271 2.869 2.106
H -1.198 0.026 2.717
C -0.556 -3.935 -3.385
H -5.936 -6.199 -5.107
H -2.952 -2.914 -1.429
H 0.866 1.912 3.972
C -0.894 -4.302 -4.826
C -3.519 -7.008 -4.554
C 3.739 3.641 0.069
C 4.184 2.343 0.067
O -4.429 -6.345 -3.684
H -0.438 4.351 7.207
C -2.766 2.413 4.363
*
```

## Properties
Gap between HOMO and LUMO   7.1 eV
HOMO energy   -0.186 Ha



Record order is preserved below.
Calculated total energy: -75858.471, -45027.391, -87171.545, -148535.713, -37781.285, -159408.382 eV